57
Properties=species:S:1:pos:R:3 method="wB97M-V/def2-TZVPD" e_above_lowest_kj_mol=370.9 lumo_ev="-1.2926 / -1.1894" multiplicity=2 orbital_gap_ha="0.207 / 0.210" s2=0.76
Re -0.01531 -0.09185 -0.13679
C -2.21411 -2.03776 -0.86996
N -0.80001 -2.07141 -0.44375
C -0.68184 -2.91337 0.79399
C 0.06895 -2.71324 -1.46579
C 1.51959 -2.38907 -1.09889
N 1.51785 -1.22416 -0.18567
C 2.78474 -0.83280 0.30435
C 3.00630 -0.78398 1.67988
F 2.03306 -1.13866 2.51728
C 4.22926 -0.38413 2.18659
F 4.40227 -0.35260 3.51013
C 5.26783 -0.03221 1.34878
C 5.05670 -0.08012 -0.01342
F 6.03317 0.27057 -0.85384
C 3.83525 -0.46729 -0.53216
F 3.64455 -0.43873 -1.85432
H -2.55244 -3.05483 -1.08299
H -2.30078 -1.43091 -1.77031
H -2.81473 -1.61707 -0.06535
H -1.18005 -3.86571 0.59352
H -1.16963 -2.39937 1.63586
H 0.36674 -3.09016 1.01426
H -0.17978 -2.31204 -2.44100
H -0.11703 -3.78860 -1.45398
H 2.08735 -2.16048 -2.00044
H 2.00780 -3.22108 -0.58527
H 6.22186 0.27772 1.75058
Cl -0.51840 2.56212 -6.41302
C -0.54790 2.35006 -4.70497
C -0.91200 3.41011 -3.87385
Cl -1.33049 4.93891 -4.54434
C -0.94061 3.23662 -2.48674
Cl -1.37980 4.50148 -1.40811
C -0.60418 2.00412 -1.96950
O -0.59607 1.67533 -0.66166
C -0.22962 0.94787 -2.78930
O 0.09569 -0.16932 -2.13956
C -0.20331 1.10952 -4.16310
Cl 0.25692 -0.22934 -5.14299
S -4.31886 0.74248 1.79150
C -4.90234 -0.84606 2.02369
C -3.90078 -1.71539 2.35914
C -2.57510 -1.15967 2.43677
C -2.67917 0.16538 2.13065
C -1.60992 1.14341 2.21774
C -1.85289 2.40503 2.78237
C -0.85045 3.33525 2.91041
C 0.43147 3.01045 2.47495
C 0.61209 1.77809 1.91115
N -0.36260 0.84912 1.76135
H -5.95498 -1.05602 1.89849
H -4.12127 -2.76012 2.55565
H -2.85173 2.60794 3.14022
H -1.05522 4.30052 3.35527
H 1.25943 3.69930 2.55077
H 1.58454 1.50615 1.51576

---

14
Properties=species:S:1:pos:R:3 method="wB97M-V/def2-TZVPD" e_above_lowest_kj_mol=495.6 lumo_ev=-0.0175 orbital_gap_ha=0.273
C 1.30412 1.24983 0.00705
C 1.25968 -0.24778 -0.03946
C 2.24463 -1.16041 0.01266
C -0.10610 -0.62652 -0.06666
H 0.87579 1.71075 -0.82382
H 2.38060 1.50001 0.20027
H 0.79403 1.62911 0.89296
H -0.97380 1.16691 -0.10819
H 1.71863 -2.09953 -0.06388
H -0.45710 -1.66051 -0.02319
H -2.93811 -0.52259 -0.77875
H -2.45680 -1.01091 0.79466
N -1.16046 0.22088 -0.09229
N -2.48510 -0.14924 0.08864

---

45
Properties=species:S:1:pos:R:3 method="wB97M-V/def2-TZVPD" lumo_ev="-6.7268 / -8.4751" multiplicity=5 total_charge=+2 orbital_gap_ha="0.257 / 0.226" s2=6.02
Pt -12.03503 -9.96814 7.24700
C -11.35161 -10.20580 2.20032
N -12.65580 -10.35359 2.83252
C -13.79468 -10.53991 1.92943
C -12.74016 -10.26495 4.13924
O -11.73815 -10.09282 4.88418
C -14.09873 -10.49123 4.72796
O -14.08112 -10.55362 6.14184
C -15.38515 -10.47138 6.73412
C -15.10633 -10.41417 8.25028
O -13.94055 -10.22594 8.65460
N -16.16412 -10.39608 9.04718
C -17.49366 -10.41771 8.49450
C -15.91669 -10.08104 10.45812
H -10.51261 -10.27675 2.91173
H -11.34097 -9.24295 1.61544
H -11.23791 -10.98029 1.45179
H -13.33004 -10.79134 0.97285
H -14.26318 -9.54074 1.74212
H -14.45723 -11.34230 2.21940
H -14.56834 -11.37604 4.24346
H -14.73699 -9.59548 4.43940
H -15.92141 -11.37617 6.50009
H -15.88582 -9.60627 6.34345
H -17.92604 -11.39261 8.44563
H -17.56588 -9.91144 7.53320
H -18.14139 -9.76185 9.10931
H -14.97709 -10.65228 10.72359
H -16.77237 -10.28183 11.08224
H -15.67348 -9.06687 10.57039
Se -9.76135 -9.10205 7.64488
Se -8.14141 -10.57235 8.10496
Te -9.23898 -12.94047 7.63958
Se -11.60382 -12.57287 7.06770
I -13.06193 -6.66952 4.81758
C -12.95843 -6.65748 6.93186
C -13.16149 -5.42177 7.54015
C -13.16113 -5.30898 8.96511
C -12.94087 -6.50723 9.67390
C -12.62110 -7.65057 8.96684
N -12.61825 -7.76860 7.62039
H -13.33806 -4.53454 6.98380
H -13.29815 -4.34594 9.47618
H -13.04045 -6.49376 10.76380
H -12.54031 -8.61632 9.48538

---

16
Properties=species:S:1:pos:R:3 method="wB97M-V/def2-TZVPD" e_above_lowest_kj_mol=817.9 lumo_ev=-5.0147 total_charge=+1 orbital_gap_ha=0.301
C 0.85897 1.50547 -3.11558
C -0.92485 -0.57239 1.87967
C 0.43453 0.70462 -2.18873
C 0.31540 -0.68519 1.03140
C -0.04137 0.35144 0.20663
N 1.51804 -1.39973 1.26690
N -1.29343 0.55760 0.88470
H 1.25934 1.01449 -4.08188
H 0.67020 2.54730 -2.99203
H -1.85542 -1.32892 1.94059
H -0.80285 -0.06892 2.91155
H 0.31386 -0.39242 -2.24761
H 1.51439 -1.79288 2.21611
H 1.67324 -2.16503 0.58834
H -2.05195 0.28529 0.36261
H -1.58812 1.43928 1.33735

---

17
Properties=species:S:1:pos:R:3 method="wB97M-V/def2-TZVPD" e_above_lowest_kj_mol=340.4 lumo_ev=-3.4065 smiles=C[NH2+][C@H]1[C@@H](C)N1Cl total_charge=+1 orbital_gap_ha=0.391
C -0.87132 0.99272 0.34805
C -0.53842 -0.40429 0.39470
C -0.21625 1.99691 -0.49109
C 1.64334 -1.48521 0.29885
N -1.70863 0.10535 -0.36742
N 0.47382 -1.08899 -0.55285
Cl -3.28784 -0.26044 0.19452
H -1.21633 1.35427 1.44090
H -0.67038 -1.03551 1.27745
H -0.71686 1.96754 -1.50255
H 0.88638 1.84859 -0.35026
H -0.50197 2.95824 0.06443
H 1.37478 -2.41949 0.72266
H 2.57320 -1.51669 -0.19557
H 2.01937 -0.83421 1.02468
H -0.02924 -1.83059 -1.06031
H 0.78634 -0.34821 -1.24619

---

15
Properties=species:S:1:pos:R:3 method="wB97M-V/def2-TZVPD" e_above_lowest_kj_mol=126.8 lumo_ev=0.6169 smiles="O=C(CO)CCO" orbital_gap_ha=0.396
O -1.23519 1.53900 0.14102
C -1.53257 0.40780 -0.65594
C -0.85144 -0.80470 -0.02806
C 0.65647 -0.74071 -0.14391
O 1.25339 -1.33387 -1.02345
C 1.43969 0.10022 0.84340
O 2.81269 -0.00477 0.61785
H -1.57166 2.32624 -0.30305
H -1.17581 0.53563 -1.68887
H -2.61610 0.22264 -0.69308
H -1.18123 -1.71033 -0.54629
H -1.15560 -0.86058 1.02377
H 1.08127 1.13666 0.74820
H 1.17597 -0.22309 1.86297
H 2.90014 -0.59015 -0.15455

---

15
Properties=species:S:1:pos:R:3 method="wB97M-V/def2-TZVPD" e_above_lowest_kj_mol=473.5 lumo_ev=0.7118 orbital_gap_ha=0.347
C 1.20207 -1.70192 -0.87762
N -0.25948 -1.43892 0.03240
C 0.47123 -0.26765 0.20196
C -0.50759 0.69194 0.29045
C -0.26986 2.08880 0.55427
C -1.65748 0.01717 0.10057
N -1.49343 -1.30966 -0.11916
H 0.96009 -1.65837 -1.93520
H 1.16959 -2.75519 -0.56511
H 2.20852 -1.34160 -0.65889
H 1.35954 -0.12489 0.82458
H -0.96069 2.83004 0.15785
H 0.71776 2.40835 0.19223
H -0.23474 2.25052 1.64207
H -2.66914 0.37324 0.10890

---

43
Properties=species:S:1:pos:R:3 method="wB97M-V/def2-TZVPD" e_above_lowest_kj_mol=274.8 lumo_ev=-0.3300 smiles="CCOC(=O)NC(=O)CSc1cc(C)c2cc(C)cc(C)c2n1" orbital_gap_ha=0.290
O -1.61494 1.38093 2.76465
O -2.05084 -2.54116 2.42176
N 1.77953 0.13344 1.10125
O -2.65703 -0.12665 1.20747
S 1.88056 -1.76512 3.01686
C -1.83781 0.21438 2.30369
C -1.01550 -1.93726 2.76425
C 2.04944 -1.17880 1.38506
C 1.05683 2.38428 -1.62766
C 2.07114 -2.10532 0.22381
C 1.26044 1.57707 -2.68412
C 1.23972 1.87336 -0.33161
C 1.52763 0.22633 -2.53651
C 1.88355 -1.70663 -1.11896
C 1.57597 0.49238 -0.16415
C 1.74123 -0.36004 -1.32093
N -0.98524 -0.63626 2.97451
C 0.27760 -2.70032 3.12898
C 1.07596 2.06553 -4.07388
C 1.19738 2.80670 0.89207
C 2.17935 -2.72020 -2.25703
C -4.87421 0.34465 0.30013
C -3.64106 0.86785 0.94726
H 0.89087 3.41181 -1.83323
H 2.21119 -3.18469 0.41857
H 1.60407 -0.43810 -3.48744
H -0.24670 -0.14549 3.47169
H 0.21116 -3.63820 2.66207
H 0.12435 -2.92780 4.21735
H 2.10425 2.20273 -4.66008
H 0.54423 1.40048 -4.76100
H 0.46067 2.99537 -4.10470
H 0.47933 2.61870 1.68759
H 1.06850 3.84285 0.53362
H 2.09419 2.63443 1.46366
H 3.18721 -2.43627 -2.64908
H 1.44729 -2.58390 -3.05351
H 2.24143 -3.75552 -1.87078
H -5.13459 -0.63628 0.77865
H -4.56916 0.19569 -0.75750
H -5.72293 0.96179 0.45591
H -3.09214 1.57905 0.33034
H -4.02299 1.31423 1.84103